1.
Entry from the Open Molecules 2025 dataset: one molecule with the formula C6H6O2 (wB97M-V/def2-TZVPD).

Properties
Relative energy (zero: lowest compared OMol25 entry of this formula, charge and spin): 100.8 kcal per mole
LUMO level: 0.945 eV
SMILES: O=C1OC=C[C@@H]2C[C@@H]12
Gap between HOMO and LUMO: 9.85 eV
Maximum force: 5.3 eV/A

Element x y z (Å)
O: -2.1566 -0.7394 0.1406
C: -1.1480 -0.3184 -0.1819
O: -0.9969 1.1470 0.1408
C: 0.2462 1.7941 -0.1471
C: 1.4223 1.0538 0.0474
C: 1.1312 -0.3513 0.6001
C: 1.2062 -1.7058 -0.0345
C: 0.1265 -0.8738 -0.5476
H: 0.3522 2.8213 -0.4016
H: 2.5112 1.3880 -0.3767
H: 0.9646 -0.1843 1.6274
H: 1.8278 -1.9612 -0.7411
H: 0.9665 -2.7292 0.4434
H: 0.6999 -0.1865 -1.2211

natural (NBO) population analysis, charges in e, atoms 1 to 8: -0.488 0.806 -0.557 0.112 -0.305 -0.232 -0.362 -0.375

---

2.
Entry from the Open Molecules 2025 dataset: C10H20ClO10PS2 as an isolated structure (wB97M-V/def2-TZVPD).

Properties
LUMO level: -0.989 eV
Gap between HOMO and LUMO: 9.39 eV
Maximum force: 5.2 eV/A

Element x y z (Å)
O: 4.4947 1.2490 0.9547
P: 3.2341 1.7640 0.2778
C: 1.8976 0.4035 0.1311
C: 0.5730 1.0635 0.6209
C: 0.1457 0.6635 2.0789
C: -1.4110 0.7737 2.1463
C: -1.9711 2.1593 1.7092
S: -3.2996 1.9050 0.4626
O: -4.2846 0.9071 0.9035
O: -2.6136 1.5885 -0.8131
Cl: -4.2012 3.7518 0.2063
O: 2.4766 -0.6466 0.9321
S: 3.3522 -1.6320 -0.1100
O: 2.8624 -3.0252 -0.1146
O: 4.8175 -1.5666 -0.0048
O: 3.0458 -0.7771 -1.5256
C: 1.7135 -0.2858 -1.2475
C: 0.9459 0.4286 -2.3957
O: 0.2957 -0.5138 -3.2223
C: -0.9871 -0.8590 -2.7582
O: -0.9965 -2.0907 -2.0397
C: -1.4493 -1.9039 -0.7092
C: -1.2472 -3.1897 0.1637
O: -0.8988 -2.8852 1.5042
H: 2.7274 2.8770 1.0282
H: 3.6141 2.2293 -1.0212
H: -0.2957 0.8407 -0.0325
H: 0.6868 2.1685 0.6090
H: 0.6274 1.2682 2.8649
H: 0.3793 -0.4128 2.2128
H: -1.8041 0.0023 1.4464
H: -1.7838 0.4786 3.1448
H: -1.2343 2.8595 1.2856
H: -2.4300 2.6498 2.5883
H: 1.1349 -1.2241 -1.0706
H: 0.2300 1.1988 -2.0552
H: 1.7068 0.9625 -3.0052
H: -1.4685 -0.0550 -2.1657
H: -1.6282 -1.0330 -3.6445
H: -0.8192 -1.1153 -0.2178
H: -2.4916 -1.5134 -0.6494
H: -0.4003 -3.7436 -0.2823
H: -2.1941 -3.7606 0.1260
H: -1.0519 -1.9592 1.6877

natural (NBO) population analysis, charges in e, atoms 1 to 8: -1.047 1.419 -0.048 -0.461 -0.405 -0.420 -0.620 2.017

---

3.
Entry from the Open Molecules 2025 dataset: C52H48ClFN8O5TeTl as an isolated structure (wB97M-V/def2-TZVPD).

Properties
2S+1: 2
Relative energy (zero: lowest compared OMol25 entry of this formula, charge and spin): 14.5 kcal per mole
LUMO level (alpha / beta): -1.262 / -1.576 eV
Gap between HOMO and LUMO (alpha / beta): 6.45 / 6.14 eV
Maximum force: 2.7 eV/A

Element x y z (Å)
Tl: 0.5156 0.5486 0.4304
C: 5.3023 -4.3504 4.1544
C: 3.9815 -5.0475 3.8300
C: 3.4395 -5.8921 4.9777
C: 3.1425 -5.0245 6.1948
C: 2.3134 -3.8269 5.8031
C: 1.5623 -3.1599 6.7460
C: 0.7916 -2.0612 6.3831
F: 0.0585 -1.4468 7.3294
C: 0.7603 -1.5991 5.0976
C: 1.5079 -2.2647 4.1213
C: 1.4921 -1.7568 2.7400
O: 1.0565 -0.6032 2.5384
C: 2.0187 -2.6543 1.7605
C: 2.7637 -3.7143 2.1815
N: 2.9743 -4.0445 3.4681
C: 2.2786 -3.3851 4.4645
C: 1.7828 -2.5373 0.2589
O: 2.3971 -3.3227 -0.4571
O: 0.9225 -1.6856 -0.1411
H: 6.0383 -5.0772 4.4991
H: 5.1684 -3.5908 4.9250
H: 5.6904 -3.8601 3.2617
H: 4.1287 -5.6851 2.9574
H: 4.1514 -6.6800 5.2229
H: 2.5146 -6.3680 4.6429
H: 4.0739 -4.6853 6.6568
H: 2.6099 -5.6077 6.9465
H: 1.5608 -3.4913 7.7768
H: 0.1659 -0.7423 4.8161
H: 3.2244 -4.3466 1.4317
C: -6.8035 2.4292 -6.2491
C: -5.6181 2.0181 -5.4180
C: -4.7194 1.0562 -5.8545
C: -3.6043 0.6964 -5.1021
C: -2.6680 -0.3508 -5.6555
C: -3.3909 1.3206 -3.8665
Te: -1.2364 0.9969 -3.0495
N: 0.5238 0.7109 -1.9020
C: 1.7805 1.0949 -1.9561
O: 2.5284 1.1800 -0.9569
C: 2.3997 1.3435 -3.3104
C: 3.5960 0.6944 -3.5972
C: 4.2320 0.9157 -4.8077
C: 3.6851 1.7975 -5.7296
C: 2.5108 2.4697 -5.4297
C: 1.8629 2.2419 -4.2232
C: -1.6366 -1.0145 -2.5231
C: -2.7168 -1.3204 -1.6775
C: -3.5721 -0.2565 -1.0391
C: -2.9818 -2.6520 -1.3854
C: -2.1901 -3.6788 -1.8784
C: -2.5101 -5.1191 -1.5918
C: -1.0813 -3.3442 -2.6404
C: -0.7810 -2.0300 -2.9727
C: 0.4808 -1.7697 -3.7470
C: -4.2796 2.2968 -3.4131
C: -4.1007 3.0208 -2.1060
C: -5.3899 2.6193 -4.1894
H: -6.8197 1.9063 -7.2042
H: -6.7710 3.5019 -6.4457
H: -7.7368 2.2206 -5.7236
H: -4.8792 0.5742 -6.8137
H: -3.1057 -0.8200 -6.5359
H: -2.4610 -1.1306 -4.9228
H: -1.7130 0.0981 -5.9417
H: 4.0201 0.0248 -2.8607
H: 5.1649 0.4102 -5.0216
H: 4.1864 1.9750 -6.6723
H: 2.1021 3.1888 -6.1280
H: 0.9682 2.8008 -3.9880
H: -2.9507 0.5855 -0.7296
H: -4.0904 -0.6562 -0.1662
H: -4.3197 0.1142 -1.7390
H: -3.8247 -2.8903 -0.7454
H: -3.3640 -5.2057 -0.9212
H: -1.6565 -5.6202 -1.1329
H: -2.7440 -5.6465 -2.5180
H: -0.4162 -4.1310 -2.9800
H: 0.6520 -2.5458 -4.4930
H: 1.3209 -1.7812 -3.0478
H: 0.4663 -0.8015 -4.2450
H: -3.1274 2.8131 -1.6803
H: -4.8670 2.7162 -1.3886
H: -4.1921 4.0991 -2.2499
H: -6.0824 3.3723 -3.8259
N: -1.1456 2.3785 -0.2750
C: -0.9815 3.5303 -0.1070
N: -0.8131 4.7659 0.1346
C: -1.1531 5.7993 -0.6060
N: -1.4226 6.7676 -1.1797
Cl: -4.9091 1.4418 3.0834
C: -3.2039 1.5109 3.3236
C: -2.6726 1.9140 4.5376
C: -1.2933 1.9282 4.6765
C: -0.5059 1.5522 3.6015
N: -1.0302 1.1987 2.4303
C: -2.3491 1.1695 2.2861
H: -3.3223 2.2031 5.3520
H: -0.8377 2.2299 5.6090
H: 0.5721 1.5186 3.6733
H: -2.7367 0.8756 1.3188
N: 0.8899 6.0490 2.5211
C: 2.1420 5.6792 2.8641
O: 2.8869 6.3662 3.5393
C: 2.5797 4.3154 2.3991
C: 3.9395 4.0347 2.3565
C: 4.3609 2.7800 1.9577
C: 3.4093 1.8330 1.6258
N: 2.1051 2.0862 1.6830
C: 1.6940 3.3010 2.0530
H: 0.6068 6.9840 2.7641
H: 0.3674 5.5864 1.7867
H: 4.6367 4.8105 2.6443
H: 5.4115 2.5316 1.9116
H: 3.6857 0.8397 1.2961
H: 0.6221 3.4428 2.1131

Löwdin population analysis, charges in e, atoms 1 to 8: 1.147 -0.021 -0.306 -0.132 -0.130 -0.127 0.055 -0.254